{"formula": "C5H7N", "method": "ωB97M-V/def2-TZVPD", "symbols": ["C", "C", "C", "C", "C", "N", "H", "H", "H", "H", "H", "H", "H"], "positions_angstrom": [[1.906, -0.035, -0.192], [0.460, 0.058, 0.165], [-0.372, 1.142, 0.304], [-1.716, 0.678, 0.187], [-1.664, -0.683, 0.017], [-0.339, -1.048, 0.019], [2.388, -0.929, 0.205], [1.972, -0.068, -1.277], [2.456, 0.840, 0.147], [-0.050, 2.168, 0.434], [-2.612, 1.284, 0.188], [-2.438, -1.423, -0.131], [0.009, -1.987, -0.064]], "de_lowest_kcal_mol": 2.4, "e_tot_ev": -6788.408, "fmax_ev_per_a": 0.3, "lumo_ev": 1.06}